# 1
Here is C29H27NO6S2 as an isolated structure from the OMol25 dataset. Energies are from wB97M-V/def2-TZVPD.

```
! wB97M-V def2-TZVPD RIJCOSX def2/J DEFGRID3
* xyz 0 1
C 6.387 -0.550 1.641
O 5.268 -1.361 2.049
C 4.009 -0.972 1.729
C 2.998 -1.949 1.866
C 1.753 -1.724 1.327
C 1.379 -0.488 0.761
C 0.064 -0.246 0.198
C -0.095 0.543 -0.915
S -1.615 1.412 -1.201
C -1.825 2.636 0.086
C -2.637 2.346 1.186
C -2.814 3.309 2.182
C -2.227 4.571 2.051
C -1.438 4.863 0.933
C -1.227 3.893 -0.049
O -1.476 2.163 -2.431
O -2.706 0.475 -1.027
S 1.243 0.828 -2.097
C 0.559 0.940 -3.754
C 0.777 2.086 -4.516
C 0.258 2.155 -5.810
C -0.455 1.076 -6.339
C -0.635 -0.082 -5.576
C -0.101 -0.165 -4.289
O 1.768 2.152 -1.805
O 2.096 -0.342 -2.091
C 2.367 0.532 0.777
C 3.659 0.304 1.222
H 7.251 -1.134 1.957
H 6.406 -0.405 0.551
H 6.375 0.420 2.155
H 3.254 -2.898 2.333
H 1.052 -2.550 1.330
H -1.015 -0.497 0.805
H -3.131 1.379 1.253
H -3.421 3.061 3.053
H -2.382 5.327 2.822
H -0.983 5.847 0.816
H -0.608 4.099 -0.921
H 1.328 2.920 -4.085
H 0.412 3.064 -6.392
H -0.867 1.134 -7.349
H -1.189 -0.932 -5.975
H -0.201 -1.068 -3.689
H 2.110 1.538 0.452
H 4.404 1.098 1.135
C -2.966 -2.436 -1.173
C -2.705 -1.770 0.146
C -1.260 -1.690 0.597
N -1.246 -2.269 1.975
C -1.764 -1.535 3.000
C -1.740 -2.027 4.293
C -1.185 -3.283 4.552
C -0.726 -4.044 3.478
C -0.831 -3.546 2.187
O -3.586 -1.365 0.890
H -2.141 -3.090 -1.487
H -3.889 -3.025 -1.090
H -3.123 -1.656 -1.929
H -0.624 -2.282 -0.066
H -2.252 -0.604 2.718
H -2.156 -1.397 5.076
H -1.123 -3.660 5.570
H -0.282 -5.030 3.608
H -0.528 -4.103 1.297
*
```

* energy above the lowest of the compared OMol25 structures with the same formula, charge and spin: 411.7 kJ/mol



# 2
Here is a 2-piece molecular cluster, C6H11N overall from the OMol25 dataset. Energies are from wB97M-V/def2-TZVPD.

```
! wB97M-V def2-TZVPD RIJCOSX def2/J DEFGRID3
* xyz 0 1
C 2.894 0.708 -1.074
C 1.702 -0.012 -0.497
C 0.561 -0.245 -1.181
C -2.090 0.146 0.843
C -2.952 -1.085 0.866
C -0.943 0.240 1.506
N 0.201 0.434 1.899
H 3.491 1.250 -0.339
H 3.548 -0.090 -1.466
H 2.640 1.352 -1.920
H 1.996 -0.730 0.266
H 0.782 0.694 0.803
H 0.231 0.417 -1.982
H 0.019 -1.176 -1.038
H -2.572 1.095 0.613
H -3.447 -1.267 -0.093
H -2.365 -1.964 1.142
H -3.730 -0.956 1.631
*
```

* energy above the lowest of the compared OMol25 structures with the same formula, charge and spin: 347.6 kJ/mol
* SMILES: CC=C=N.C=CC



# 3
Here is a 15-piece molecular cluster, C60H90O45 overall from the OMol25 dataset. Energies are from wB97M-V/def2-TZVPD.

```
! wB97M-V def2-TZVPD RIJCOSX def2/J DEFGRID3
* xyz 0 1
C -19.838 -8.875 -4.494
C -19.042 -8.041 -3.592
C -17.536 -8.301 -3.668
O -16.973 -6.987 -3.794
C -17.865 -6.031 -3.985
O -17.651 -4.916 -4.276
O -19.105 -6.607 -3.966
H -19.319 -8.961 -5.454
H -20.854 -8.551 -4.665
H -19.777 -9.922 -4.196
H -19.432 -8.102 -2.572
H -17.315 -8.880 -4.569
H -17.192 -8.904 -2.842
C -24.161 -8.188 3.280
C -24.379 -9.259 2.262
C -25.833 -9.715 2.089
O -26.096 -9.319 0.675
C -25.034 -8.757 0.095
O -25.042 -8.324 -0.993
O -23.959 -8.827 0.909
H -24.357 -8.646 4.253
H -24.811 -7.340 3.128
H -23.120 -7.910 3.199
H -23.675 -10.033 2.527
H -26.513 -9.212 2.775
H -25.877 -10.783 2.233
C -29.630 -4.180 -6.515
C -30.421 -2.980 -6.846
C -31.972 -3.078 -6.641
O -32.202 -1.847 -5.856
C -31.100 -1.209 -5.572
O -31.029 -0.289 -4.862
O -30.008 -1.772 -6.116
H -29.931 -4.893 -7.282
H -29.803 -4.523 -5.497
H -28.588 -3.889 -6.699
H -30.154 -2.780 -7.873
H -32.251 -3.972 -6.081
H -32.452 -3.043 -7.597
C -28.279 -0.204 -2.350
C -28.176 -1.617 -1.932
C -29.289 -2.528 -2.479
O -28.529 -3.485 -3.269
C -27.170 -3.257 -3.249
O -26.374 -3.913 -3.837
O -26.935 -2.183 -2.459
H -29.119 0.295 -1.855
H -28.548 -0.075 -3.403
H -27.395 0.387 -2.150
H -28.193 -1.568 -0.845
H -30.033 -2.035 -3.091
H -29.756 -3.073 -1.654
C -21.294 -5.287 -7.238
C -21.741 -6.303 -8.233
C -22.958 -5.758 -9.086
O -22.545 -5.972 -10.486
C -21.233 -6.316 -10.506
O -20.651 -6.452 -11.519
O -20.730 -6.423 -9.266
H -21.078 -4.373 -7.801
H -20.353 -5.612 -6.787
H -22.160 -5.061 -6.632
H -22.004 -7.233 -7.734
H -23.062 -4.695 -8.856
H -23.868 -6.274 -8.802
C -22.492 -10.025 -2.079
C -21.522 -10.887 -1.401
C -21.367 -12.345 -1.876
O -19.961 -12.509 -2.020
C -19.282 -11.367 -1.901
O -18.132 -11.208 -2.059
O -20.137 -10.381 -1.469
H -22.395 -9.992 -3.153
H -22.266 -8.989 -1.835
H -23.454 -10.349 -1.670
H -21.742 -10.833 -0.340
H -21.874 -12.470 -2.840
H -21.806 -13.047 -1.176
C -26.547 -0.123 -6.014
C -25.524 -0.725 -6.791
C -24.241 -1.067 -6.029
O -24.002 -2.446 -6.419
C -25.035 -3.066 -7.020
O -25.148 -4.213 -7.344
O -26.001 -2.141 -7.209
H -27.403 0.094 -6.645
H -26.208 0.851 -5.678
H -26.830 -0.861 -5.267
H -25.334 -0.150 -7.697
H -24.352 -1.000 -4.955
H -23.371 -0.488 -6.346
C -21.154 -10.253 -8.459
C -19.718 -9.778 -8.324
C -18.837 -10.923 -7.923
O -17.906 -11.053 -8.984
C -18.123 -10.168 -10.013
O -17.512 -10.087 -11.031
O -19.153 -9.328 -9.638
H -21.474 -10.508 -7.446
H -21.238 -11.204 -8.983
H -21.814 -9.514 -8.918
H -19.756 -8.903 -7.691
H -19.408 -11.859 -7.851
H -18.284 -10.726 -7.016
C -25.864 -13.140 -3.485
C -26.775 -12.000 -3.150
C -26.055 -10.672 -2.967
O -27.063 -9.765 -3.551
C -27.928 -10.405 -4.301
O -28.657 -9.909 -5.080
O -27.851 -11.735 -4.105
H -25.386 -12.941 -4.444
H -26.449 -14.048 -3.500
H -25.078 -13.175 -2.722
H -27.221 -12.390 -2.248
H -25.107 -10.589 -3.508
H -25.816 -10.424 -1.935
C -26.849 -5.264 -11.986
C -27.931 -5.442 -10.976
C -27.680 -4.800 -9.609
O -28.993 -4.101 -9.375
C -29.770 -4.139 -10.474
O -30.800 -3.609 -10.579
O -29.105 -4.778 -11.472
H -25.850 -5.504 -11.617
H -26.825 -4.222 -12.328
H -27.041 -5.895 -12.848
H -28.220 -6.484 -10.873
H -26.843 -4.119 -9.617
H -27.440 -5.578 -8.889
C -26.865 -11.961 -8.247
C -26.141 -10.789 -7.805
C -24.643 -10.684 -8.231
O -24.562 -9.308 -8.772
C -25.752 -8.704 -8.879
O -25.954 -7.654 -9.373
O -26.690 -9.557 -8.386
H -26.816 -12.091 -9.323
H -27.920 -11.863 -7.991
H -26.526 -12.833 -7.681
H -26.234 -10.794 -6.714
H -24.325 -11.447 -8.954
H -23.999 -10.749 -7.360
C -28.356 -6.846 0.745
C -28.387 -6.135 -0.526
C -27.590 -6.774 -1.631
O -28.446 -6.597 -2.755
C -29.737 -6.319 -2.387
O -30.666 -6.210 -3.111
O -29.757 -6.030 -1.085
H -27.340 -6.760 1.140
H -28.544 -7.906 0.656
H -29.008 -6.355 1.448
H -28.031 -5.109 -0.410
H -27.400 -7.831 -1.539
H -26.660 -6.260 -1.851
C -31.211 -7.649 -6.125
C -30.216 -7.749 -7.261
C -30.100 -9.166 -7.805
O -30.380 -9.064 -9.236
C -30.779 -7.806 -9.500
O -31.018 -7.442 -10.600
O -30.731 -7.011 -8.434
H -32.215 -7.968 -6.436
H -31.264 -6.624 -5.776
H -30.876 -8.304 -5.313
H -29.291 -7.284 -6.908
H -30.842 -9.848 -7.387
H -29.131 -9.641 -7.707
C -21.378 -5.279 -1.568
C -22.209 -4.369 -0.770
C -23.425 -3.726 -1.541
O -24.598 -4.239 -0.798
C -24.196 -5.049 0.198
O -24.937 -5.584 0.920
O -22.887 -5.201 0.205
H -20.741 -4.780 -2.288
H -22.013 -5.944 -2.161
H -20.769 -5.880 -0.889
H -21.560 -3.640 -0.278
H -23.533 -4.017 -2.590
H -23.441 -2.650 -1.410
C -26.742 -6.788 -5.707
C -25.353 -6.454 -5.343
C -24.930 -7.028 -3.955
O -23.814 -7.885 -4.187
C -23.568 -7.953 -5.517
O -22.741 -8.657 -5.993
O -24.451 -7.247 -6.219
H -26.940 -6.532 -6.747
H -27.498 -6.285 -5.096
H -26.902 -7.866 -5.592
H -25.217 -5.396 -5.519
H -25.755 -7.610 -3.574
H -24.733 -6.236 -3.226
*
```

* energy above the lowest of the compared OMol25 structures with the same formula, charge and spin: 275.5 kJ/mol



# 4
Here is C2H3N3O as an isolated structure from the OMol25 dataset. Energies are from wB97M-V/def2-TZVPD.

```
! wB97M-V def2-TZVPD RIJCOSX def2/J DEFGRID3
* xyz 0 1
N 0.326 1.587 -0.340
C 0.073 0.292 0.050
N 0.436 -0.171 1.210
O 0.126 -1.492 1.237
N -0.574 -1.813 0.079
C -0.632 -0.739 -0.725
H 0.701 2.183 0.386
H -0.418 2.018 -0.868
H -0.039 -1.867 -1.028
*
```

* energy above the lowest of the compared OMol25 structures with the same formula, charge and spin: 543.9 kJ/mol



Listing molecular weight for the structures above in their given order: 549.7, 97.2, 1531.3, 85.1 g/mol.
Listing largest force on an atom for the structures above in their given order: 0.137, 0.074, 0.072, 0.011 hartree/bohr.
Listing E for the structures above in their given order: -2423.5834, -289.8393, -5726.3161, -317.3252 Eh.